No. 1
C50H62O2PSe3W as an isolated structure. Source: the Open Molecules 2025 dataset; level of theory: the ωB97M-V functional and the def2-TZVPD basis.

Geometry as XYZ:
```
119
Properties=species:S:1:pos:R:3:forces:R:3
W -0.586 -0.932 -0.668 -0.55 -0.61 -0.43
C -2.563 6.027 1.426 -0.01 0.00 0.00
C -1.269 5.859 0.619 0.01 -0.02 -0.02
C -0.066 5.968 1.568 0.00 0.01 0.00
C -1.193 6.989 -0.410 -0.01 -0.01 0.01
C -1.221 4.481 -0.039 -0.01 -0.03 0.03
C -1.655 3.354 0.657 0.03 0.08 -0.04
C -1.506 2.113 0.078 0.00 -0.06 0.01
Se -2.317 0.528 0.768 0.07 -0.10 0.10
C -1.457 -0.097 2.363 -0.08 0.02 -0.03
C -1.704 0.485 3.589 0.04 -0.03 0.02
C -1.425 -0.227 4.751 -0.01 -0.02 -0.03
C -1.064 -1.564 4.599 0.05 -0.02 0.03
C -0.853 -2.202 3.375 0.14 0.04 0.04
C -0.943 -1.393 2.240 0.00 0.08 0.02
O -0.616 -1.829 0.983 -0.29 -0.28 0.15
C -0.664 -3.719 3.297 0.01 0.08 -0.05
C -1.863 -4.288 2.519 0.01 -0.02 -0.03
C 0.631 -4.098 2.581 0.07 0.03 0.03
C -0.644 -4.362 4.684 -0.02 -0.05 0.00
C -1.552 0.442 6.118 0.01 0.00 -0.02
C -1.591 -0.579 7.255 -0.01 0.02 0.01
C -0.330 1.354 6.310 -0.01 0.00 0.01
C -2.828 1.292 6.186 -0.01 -0.02 -0.01
C -0.960 1.943 -1.194 -0.02 -0.06 0.19
O -0.795 0.645 -1.621 -0.22 0.39 -0.34
C -0.586 3.047 -1.954 0.03 0.10 -0.06
C -0.730 4.289 -1.326 0.02 -0.02 -0.02
C -0.122 2.957 -3.412 0.01 -0.01 0.06
C 0.484 4.282 -3.889 -0.03 0.00 -0.02
C 0.931 1.861 -3.616 0.03 0.01 0.03
C -1.357 2.641 -4.268 0.00 -0.03 -0.01
H -2.646 7.056 1.774 0.01 0.00 0.02
H -3.443 5.803 0.819 0.00 0.01 -0.01
H -2.584 5.388 2.310 -0.01 -0.01 -0.01
H -0.097 6.916 2.109 0.01 0.01 -0.01
H -0.068 5.158 2.300 -0.01 0.01 0.01
H 0.873 5.921 1.014 0.00 -0.01 0.00
H -1.276 7.948 0.102 0.00 0.00 0.00
H -0.244 6.994 -0.948 0.01 0.00 0.00
H -2.005 6.924 -1.138 0.00 0.00 0.00
H -2.109 3.440 1.635 0.00 0.00 0.00
H -2.134 1.476 3.630 0.00 0.01 0.01
H -0.951 -2.160 5.490 -0.02 0.02 -0.01
H -1.899 -3.888 1.503 0.00 -0.02 0.03
H -1.782 -5.375 2.454 0.00 -0.01 0.00
H -2.803 -4.044 3.016 0.00 0.00 0.01
H 0.634 -3.753 1.553 0.02 0.02 -0.08
H 1.503 -3.674 3.084 -0.02 0.00 0.01
H 0.740 -5.184 2.571 0.00 0.00 0.01
H -1.581 -4.215 5.223 0.00 0.02 0.00
H -0.499 -5.437 4.568 -0.01 0.00 0.00
H 0.177 -3.982 5.296 0.01 -0.02 -0.01
H -0.667 -1.156 7.320 0.01 0.00 0.00
H -1.711 -0.056 8.204 0.00 0.00 0.00
H -2.428 -1.272 7.147 0.00 0.00 0.00
H 0.590 0.770 6.352 0.00 0.00 -0.02
H -0.240 2.068 5.490 -0.01 0.02 0.01
H -0.423 1.915 7.242 0.01 -0.01 0.01
H -3.708 0.713 5.902 0.00 -0.01 0.02
H -2.975 1.652 7.205 0.01 0.02 0.00
H -2.772 2.171 5.543 -0.01 -0.01 -0.02
H -0.438 5.160 -1.888 0.00 0.01 0.01
H 1.298 4.610 -3.241 0.02 -0.01 -0.02
H 0.890 4.143 -4.891 -0.02 0.00 -0.01
H -0.256 5.081 -3.951 -0.01 0.00 0.02
H 1.736 1.932 -2.881 0.01 0.01 0.00
H 0.501 0.867 -3.545 -0.01 0.01 0.01
H 1.368 1.964 -4.611 0.01 -0.01 0.00
H -2.116 3.418 -4.162 0.00 0.01 0.00
H -1.077 2.578 -5.322 0.00 -0.01 -0.01
H -1.801 1.687 -3.977 0.01 0.02 -0.01
Se 1.507 0.360 0.617 0.27 -0.09 -0.02
P 2.560 -1.078 -0.615 0.35 0.06 -0.03
Se 1.320 -1.551 -2.364 -0.28 -0.33 0.67
C 2.948 -2.657 0.197 0.17 0.06 0.01
C 3.806 -2.614 1.298 -0.06 0.06 0.07
C 4.260 -3.787 1.874 -0.01 0.01 -0.03
C 3.877 -5.014 1.344 -0.01 0.02 0.00
C 3.026 -5.060 0.252 -0.01 -0.01 0.04
C 2.557 -3.885 -0.321 0.00 -0.04 -0.08
C 4.185 -0.462 -1.091 0.03 0.02 -0.06
C 4.857 -1.080 -2.144 0.00 0.02 0.02
C 6.146 -0.685 -2.460 -0.02 -0.01 -0.01
C 6.764 0.317 -1.724 0.00 0.01 0.01
C 6.093 0.935 -0.679 -0.01 -0.01 -0.01
C 4.799 0.549 -0.360 -0.01 0.04 -0.08
H 4.126 -1.661 1.703 -0.01 0.02 -0.01
H 4.923 -3.744 2.727 0.01 0.00 0.00
H 4.248 -5.931 1.782 -0.01 0.00 0.01
H 2.725 -6.013 -0.163 0.00 0.00 0.00
H 1.904 -3.937 -1.182 0.01 0.03 0.02
H 4.373 -1.863 -2.716 0.02 -0.02 0.00
H 6.669 -1.158 -3.281 0.00 -0.01 0.00
H 7.773 0.622 -1.970 0.00 0.00 0.00
H 6.575 1.722 -0.114 0.00 0.00 0.01
H 4.262 1.042 0.441 0.01 -0.01 0.02
C -2.745 -0.989 -3.397 -0.01 -0.01 -0.01
C -2.675 -2.320 -2.655 0.04 -0.07 -0.02
C -4.103 -2.724 -2.239 0.02 -0.05 -0.03
C -1.842 -2.234 -1.400 0.24 0.72 -0.26
C -2.011 -3.433 -3.486 -0.04 0.00 0.00
C -1.475 -3.187 -4.746 0.06 -0.01 0.03
C -0.865 -4.204 -5.472 -0.01 0.02 0.00
C -0.777 -5.482 -4.950 0.00 -0.01 0.02
C -1.309 -5.743 -3.694 0.00 0.02 0.00
C -1.917 -4.729 -2.973 -0.02 0.01 -0.02
H -3.185 -0.228 -2.750 0.00 -0.01 0.00
H -3.377 -1.080 -4.281 0.00 0.00 -0.02
H -1.762 -0.637 -3.711 -0.01 -0.01 0.02
H -4.546 -1.957 -1.601 0.00 0.01 -0.01
H -4.118 -3.669 -1.698 0.00 0.01 -0.01
H -4.721 -2.832 -3.131 -0.01 0.00 0.01
H -1.912 -3.164 -0.830 0.03 0.03 0.11
H -1.530 -2.202 -5.185 -0.01 0.03 -0.01
H -0.462 -3.988 -6.452 0.00 0.00 0.00
H -0.304 -6.273 -5.517 0.00 -0.01 0.00
H -1.258 -6.740 -3.277 0.00 0.00 0.00
H -2.336 -4.966 -2.002 0.00 0.00 0.00
```
Positions in Å, forces in eV/Å.

Properties
Charge: +1
HOMO level in eV: -10.89
Orbital gap in eV: 7.579
Total energy in eV: -264102.750

Results of the Löwdin charge analysis, in e, for atoms 1 through 2: W 1.1675; C -0.0493


No. 2
C50H65MgN12O2P as an isolated structure. Source: the Open Molecules 2025 dataset; level of theory: the ωB97M-V functional and the def2-TZVPD basis.

Geometry as XYZ:
```
131
Properties=species:S:1:pos:R:3:forces:R:3
Mg 0.153 1.106 0.700 -0.24 -0.13 -0.17
C -0.015 -4.304 -3.972 -0.08 0.05 -0.10
N -0.167 -3.724 -2.654 -0.24 0.27 -0.02
C 0.635 -2.849 -2.037 0.03 0.23 -0.21
N 0.148 -2.527 -0.856 -0.23 0.05 0.28
C -0.990 -3.278 -0.802 0.05 0.09 0.04
N -1.219 -4.009 -1.866 0.03 -0.04 0.00
C 1.217 -5.158 -4.068 0.09 -0.12 -0.20
C 1.527 -5.789 -5.269 0.09 0.06 -0.04
C 2.682 -6.549 -5.379 0.06 -0.02 0.07
C 3.540 -6.688 -4.295 -0.08 -0.08 -0.04
C 3.211 -6.074 -3.093 0.24 -0.07 -0.08
C 2.054 -5.319 -2.986 -0.03 0.01 0.21
C 4.052 -6.229 -1.911 -0.16 0.08 0.09
N 4.973 -7.089 -1.679 0.15 0.05 0.05
N 5.381 -6.881 -0.369 0.03 -0.10 0.04
C 4.662 -5.922 0.094 0.02 0.07 -0.01
O 3.802 -5.427 -0.833 0.00 -0.14 -0.01
C 4.605 -5.438 1.476 -0.09 0.19 -0.02
C 5.116 -6.266 2.466 0.03 -0.07 -0.04
C 4.975 -5.916 3.798 0.01 -0.06 0.05
C 4.321 -4.748 4.139 0.05 0.09 0.01
C 3.837 -3.890 3.155 -0.01 0.00 -0.07
C 3.153 -2.637 3.664 0.08 -0.07 -0.22
N 2.770 -1.637 2.669 -0.13 -0.02 0.02
C 1.597 -1.470 2.065 0.10 0.15 -0.05
N 1.573 -0.291 1.449 0.15 -0.02 0.14
C 2.819 0.211 1.718 -0.13 0.09 -0.01
N 3.561 -0.563 2.456 -0.07 -0.06 0.01
C 3.986 -4.226 1.816 -0.13 -0.19 0.11
H 0.023 -3.490 -4.699 0.03 -0.02 -0.05
H -0.915 -4.879 -4.180 -0.06 0.00 0.12
H 1.555 -2.490 -2.473 -0.07 0.02 0.01
H -1.659 -3.287 0.040 -0.09 0.00 0.08
H 0.871 -5.680 -6.125 0.01 -0.01 0.02
H 2.917 -7.035 -6.316 0.00 0.00 0.01
H 4.440 -7.285 -4.364 0.00 0.03 -0.01
H 1.811 -4.884 -2.026 0.08 -0.11 -0.09
H 5.597 -7.191 2.180 -0.01 0.01 0.00
H 5.356 -6.569 4.571 0.01 0.01 -0.01
H 4.196 -4.490 5.186 0.01 0.01 -0.01
H 3.825 -2.113 4.341 -0.02 0.03 0.04
H 2.248 -2.882 4.222 -0.01 -0.07 0.00
H 0.818 -2.214 2.057 -0.01 0.02 0.04
H 3.171 1.167 1.363 0.00 -0.01 0.01
H 3.600 -3.586 1.032 0.01 0.02 0.00
C -2.277 2.728 3.876 0.02 -0.05 0.05
C -1.751 1.444 3.308 0.02 0.00 -0.13
O -1.013 1.429 2.297 0.23 -0.06 0.07
N -2.115 0.335 3.942 0.06 0.01 0.05
C -1.460 -0.959 3.804 -0.09 -0.05 -0.05
C -0.381 -1.112 4.855 -0.02 0.07 0.05
C -0.507 -2.033 5.883 0.04 -0.05 -0.05
C 0.469 -2.062 6.872 0.01 -0.02 -0.01
C 1.521 -1.167 6.794 0.00 -0.01 0.01
C 1.562 -0.284 5.721 0.01 -0.01 -0.06
N 0.637 -0.250 4.765 -0.02 0.01 0.03
H -2.536 3.427 3.089 -0.02 0.03 -0.07
H -1.484 3.176 4.480 0.01 -0.01 -0.02
H -3.145 2.568 4.513 0.02 0.00 0.01
H -2.728 0.451 4.734 0.05 0.01 0.05
H -1.053 -1.003 2.796 0.07 -0.04 0.01
H -2.209 -1.743 3.905 -0.03 0.01 -0.03
H -1.351 -2.710 5.916 0.01 0.02 0.00
H 0.401 -2.767 7.690 -0.01 0.02 -0.01
H 2.296 -1.143 7.548 -0.01 0.00 -0.01
H 2.376 0.426 5.627 -0.02 0.00 0.00
C 3.876 2.667 -3.311 -0.04 -0.03 0.03
N 2.767 2.015 -2.615 0.05 0.05 -0.02
C 1.824 1.192 -3.175 0.02 -0.01 0.01
C 0.985 0.834 -2.168 0.11 -0.20 0.07
N 1.410 1.414 -0.990 0.03 0.13 -0.09
C 2.483 2.119 -1.308 -0.02 0.00 0.02
H 3.808 2.426 -4.367 0.00 0.00 -0.01
H 4.826 2.306 -2.925 0.01 -0.01 0.00
H 3.811 3.745 -3.189 0.00 0.01 0.00
H 1.829 0.949 -4.224 0.02 0.01 0.02
H 0.116 0.199 -2.214 0.05 -0.01 0.05
H 3.078 2.711 -0.630 -0.03 0.03 -0.03
C -2.142 3.454 -5.020 0.00 -0.01 0.02
C -2.933 2.227 -4.521 0.02 0.01 0.00
C -2.380 1.693 -3.191 -0.01 0.05 0.01
C -1.985 2.886 -2.313 0.07 0.08 -0.03
C -0.767 3.620 -2.918 -0.03 0.04 -0.01
C -0.728 3.461 -4.446 -0.04 -0.02 0.02
P -1.767 2.510 -0.527 -0.25 -0.25 -0.01
C -3.423 1.924 0.076 -0.03 0.24 -0.03
C -4.658 2.550 -0.613 0.00 0.07 0.04
C -5.911 1.681 -0.429 -0.01 -0.01 -0.01
C -5.890 1.004 0.934 -0.02 0.01 0.01
C -4.742 -0.014 0.998 0.08 0.00 0.01
C -3.547 0.404 0.118 -0.22 -0.12 -0.09
C -1.559 4.149 0.309 0.20 0.06 -0.14
C -2.395 5.347 -0.213 -0.03 0.02 0.04
C -1.541 6.594 -0.447 0.02 -0.02 0.01
C -0.740 6.951 0.802 0.00 -0.03 0.00
C 0.106 5.759 1.310 -0.01 0.01 0.00
C -0.070 4.511 0.445 -0.07 0.07 -0.04
H -2.648 4.376 -4.717 0.00 0.00 0.00
H -2.115 3.468 -6.109 -0.01 0.00 0.00
H -2.911 1.429 -5.266 0.01 0.01 0.01
H -3.983 2.497 -4.389 0.00 -0.02 -0.02
H -1.503 1.072 -3.378 0.03 -0.06 0.02
H -3.121 1.054 -2.710 -0.01 0.01 0.01
H -2.830 3.577 -2.348 0.03 0.01 -0.01
H 0.167 3.257 -2.483 -0.01 0.02 0.00
H -0.838 4.682 -2.669 0.00 0.00 0.01
H -0.233 2.521 -4.710 0.01 0.01 0.00
H -0.131 4.261 -4.885 -0.01 0.00 0.00
H -3.423 2.259 1.120 0.02 0.03 0.03
H -4.485 2.704 -1.678 -0.03 -0.05 0.03
H -4.838 3.539 -0.182 0.02 0.01 -0.03
H -5.955 0.917 -1.211 0.00 0.00 0.01
H -6.803 2.295 -0.549 0.01 0.01 -0.01
H -6.840 0.510 1.139 0.01 0.00 0.01
H -5.767 1.767 1.710 -0.01 0.00 -0.01
H -5.102 -0.990 0.671 0.02 -0.05 -0.01
H -4.410 -0.134 2.034 -0.01 0.00 -0.03
H -3.670 0.013 -0.895 -0.02 0.01 0.00
H -2.635 -0.049 0.503 0.23 -0.12 0.08
H -1.890 3.920 1.319 -0.04 -0.04 0.14
H -3.155 5.590 0.534 -0.01 -0.01 -0.03
H -2.945 5.100 -1.121 0.04 -0.01 -0.01
H -2.188 7.425 -0.729 0.00 0.00 0.00
H -0.864 6.438 -1.291 -0.01 0.00 -0.01
H -1.434 7.269 1.583 0.00 0.00 0.00
H -0.100 7.808 0.596 0.00 0.00 0.00
H -0.180 5.508 2.335 0.01 0.00 0.00
H 1.163 6.028 1.347 0.00 0.00 0.00
H 0.478 3.680 0.914 0.01 -0.02 0.02
H 0.381 4.658 -0.539 0.01 -0.01 0.01
```
Positions in Å, forces in eV/Å.

Properties
Charge: +2
HOMO level in eV: -12.13
Orbital gap in eV: 8.035
Total energy in eV: -89607.119

Results of the Löwdin charge analysis, in e, for atoms 1 through 2: Mg 0.6876; C -0.0691